*i*
Here is a molecular structure, C3H7NO3S from the Open Molecules 2025 dataset. Energies are from the ωB97M-V functional and the def2-TZVPD basis.

Properties
Kohn-Sham gap ... 9.522 eV
HOMO energy ... -10.017 eV

Geometry as XYZ:
```
15
C3H7NO3S the ωB97M-V functional and the def2-TZVPD basis
O 1.2877 -3.9894 -1.2871
H -1.2043 -0.2628 -1.7634
N 0.6127 -1.6758 0.7503
C -0.2292 -0.8065 0.1083
H -0.4274 1.5435 0.1800
O 2.5503 -1.8417 -1.4036
S 1.3140 -2.6164 -1.2362
H 0.5159 0.1055 -1.7896
H -1.1873 -1.1573 0.3126
C -0.1081 -0.7113 -1.4997
O 0.1405 -1.8826 -2.0886
H 1.5783 -1.1968 0.8310
H 1.1548 0.7732 0.6054
H -0.0704 0.8169 1.7587
C 0.0788 0.7091 0.7063
```


*ii*
Here is a molecular structure, C3H7NO3S from the Open Molecules 2025 dataset. Energies are from the ωB97M-V functional and the def2-TZVPD basis.

Properties
Kohn-Sham gap ... 11.293 eV
HOMO energy ... -10.572 eV

Geometry as XYZ:
```
15
C3H7NO3S the ωB97M-V functional and the def2-TZVPD basis
H 1.1344 0.9085 1.3281
C -0.5693 -0.9754 -0.8712
C 0.2382 0.1681 -0.6091
O -2.4429 -1.8112 0.9639
H 1.2941 -0.0261 -0.8222
C 0.2199 0.7647 0.8198
O -2.4190 0.4924 -0.0026
H -1.1506 -0.8854 -1.7526
S -1.7572 -0.7044 0.4717
H -1.2101 2.0653 0.6565
H 0.0550 -1.9319 -0.7563
H 0.0408 1.0638 -1.2307
N -0.6208 -0.2692 1.5368
H -0.9004 -0.0482 2.5030
O -0.3303 2.1286 0.8348
```


Energies relative to the most stable structure, in kcal/mol: *i* 56.8; *ii* 0.0.